{"formula": "C3H10NS", "method": "the ωB97M-V functional and the def2-TZVPD basis", "relative_energy_kj_mol": 89.1, "total_energy_ev": -15591.1782, "charge": 1, "elements": ["C", "N", "H", "H", "H", "H", "C", "S", "C", "H", "H", "H", "H", "H", "H"], "coordinates": [[0.922811, -0.576556, 0.941738], [1.409662, -1.257340, -0.190150], [0.805025, -1.120831, 1.883020], [1.553902, 0.289378, 1.127194], [2.411121, -1.161020, -0.296879], [1.229055, -2.253876, -0.171536], [-0.391959, 1.851403, 0.186425], [-0.773213, 0.198107, 0.639633], [-1.328150, -0.554837, -0.838627], [-0.021339, 2.001798, -0.824127], [0.199902, 2.420300, 0.891087], [-1.368104, 2.357583, 0.162147], [-2.001828, 0.105981, -1.379808], [-0.602146, -0.963872, -1.527652], [-2.044739, -1.336219, -0.602465]], "forces_ev_per_a": [[0.194, 0.372, 0.135], [0.279, -0.745, -0.060], [-0.148, -0.134, -0.247], [-0.109, 0.106, 0.186], [-0.033, 0.305, -0.123], [-0.169, 0.027, 0.007], [-1.076, 1.512, -1.016], [0.556, -0.357, 0.806], [-1.512, -0.538, -1.030], [0.446, -0.519, -0.023], [0.265, -0.439, 0.409], [0.117, -0.121, 0.171], [0.318, 0.639, 0.020], [0.624, 0.282, 0.212], [0.248, -0.390, 0.553]], "nbo_charge": [-0.2990, -0.8300, 0.2305, 0.2371, 0.4040, 0.3878, -0.8102, 0.8485, -0.8263, 0.2662, 0.2787, 0.2701, 0.2795, 0.2878, 0.2752]}